# C34H51N2O2PReSb

C34H51N2O2PReSb as an isolated structure (the ωB97M-V functional and the def2-TZVPD basis, OMol25).

Summary:
- HOMO-LUMO gap (alpha / beta): 6.17 / 6.50 eV
- LUMO energy (alpha / beta): -10.98 / -10.57 eV
- HOMO level (alpha / beta): -17.154 / -17.061 eV

```
! RIJCOSX wB97M-V def2-TZVPD def2/J DEFGRID3
* xyz 3 2
Re -0.3784 0.3262 -0.8382
C -3.1647 -1.1805 -1.1166
N -2.5441 0.1568 -1.3688
C -3.3365 1.1579 -0.5886
C -2.6878 0.4674 -2.8406
C -1.3867 0.2391 -3.5708
N -0.2495 0.9254 -2.8828
C 0.9936 0.6441 -3.6605
C -0.4446 2.4014 -2.8816
H -4.2011 -1.1650 -1.4567
H -3.1615 -1.3817 -0.0488
H -2.6200 -1.9571 -1.6470
H -4.3765 1.1482 -0.9194
H -2.9349 2.1613 -0.7324
H -3.3011 0.9040 0.4689
H -3.0403 1.4905 -2.9567
H -3.4499 -0.1784 -3.2753
H -1.4525 0.6110 -4.5973
H -1.1474 -0.8239 -3.6168
H 0.8117 0.9047 -4.7047
H 1.2435 -0.4126 -3.5933
H 1.8106 1.2489 -3.2832
H -0.5119 2.7543 -3.9128
H 0.4145 2.8673 -2.4042
H -1.3614 2.6793 -2.3632
O 3.4871 1.3832 -1.4780
C 2.7447 0.5218 -1.0982
O 1.5265 0.8499 -0.6195
C 3.1153 -0.9246 -1.1044
C 4.4442 -1.1963 -1.4218
C 4.9114 -2.5001 -1.4662
C 4.0488 -3.5549 -1.2027
C 2.7215 -3.3006 -0.8955
C 2.2459 -1.9891 -0.8291
P 0.4957 -1.8676 -0.4211
C 0.2806 -2.3284 1.3054
C -1.0000 -2.4612 1.8530
C -1.1628 -2.9054 3.1525
C -0.0471 -3.2063 3.9262
C 1.2286 -3.0610 3.3961
C 1.3977 -2.6244 2.0917
C -0.3188 -3.0707 -1.4907
C 0.0017 -3.0348 -2.8535
C -0.5660 -3.9428 -3.7301
C -1.4515 -4.9036 -3.2512
C -1.7478 -4.9642 -1.8955
C -1.1852 -4.0545 -1.0116
H 5.1030 -0.3652 -1.6317
H 5.9473 -2.6914 -1.7116
H 4.4026 -4.5763 -1.2427
H 2.0548 -4.1332 -0.7032
H -1.8777 -2.2517 1.2560
H -2.1573 -3.0265 3.5615
H -0.1732 -3.5611 4.9405
H 2.0968 -3.3009 3.9950
H 2.3986 -2.5311 1.6894
H 0.7487 -2.3386 -3.2214
H -0.2992 -3.9238 -4.7786
H -1.8888 -5.6215 -3.9322
H -2.4075 -5.7345 -1.5188
H -1.4079 -4.1405 0.0442
C -1.4782 3.0541 3.9049
C -1.7270 2.1895 2.6703
C -2.1669 0.7818 3.0372
Sb 0.0099 2.1382 1.3728
C 1.9134 1.8218 2.3578
C 2.2117 0.3493 2.6168
C 1.9959 2.6360 3.6468
C 0.1996 4.0707 0.4098
C -1.1549 4.6734 0.0548
C 1.0172 5.0131 1.2941
H -2.4306 3.2204 4.4126
H -1.0608 4.0343 3.6717
H -0.8157 2.5551 4.6108
H -2.4837 2.6703 2.0431
H -1.4027 0.2598 3.6159
H -2.3905 0.1691 2.1606
H -3.0699 0.8282 3.6500
H 2.5962 2.2227 1.6034
H 1.5169 -0.0785 3.3421
H 3.2154 0.2652 3.0392
H 2.1839 -0.2525 1.7091
H 1.3876 2.1933 4.4347
H 1.7156 3.6819 3.5366
H 3.0333 2.6110 3.9884
H 0.7880 3.8465 -0.4825
H -1.7561 4.8604 0.9460
H -1.7444 4.0581 -0.6285
H -1.0000 5.6386 -0.4308
H 0.5318 5.2046 2.2523
H 1.1007 5.9725 0.7793
H 2.0309 4.6540 1.4703
*
```

# C12H30N2O4Tl

C12H30N2O4Tl as an isolated structure at a distorted geometry (the ωB97M-V functional and the def2-TZVPD basis, OMol25).

Summary:
- HOMO-LUMO gap: 1.69 eV
- LUMO energy: -15.27 eV
- HOMO level: -16.959 eV

```
! RIJCOSX wB97M-V def2-TZVPD def2/J DEFGRID3
* xyz 3 1
Tl 1.7550 -25.1921 9.7728
C 1.7121 -29.1644 12.0326
O 2.8872 -28.3735 11.8113
C 4.0163 -28.7807 12.6320
C 5.2729 -28.0573 12.1445
N 5.1419 -26.6017 12.1487
C 6.3749 -25.9829 11.6556
C 6.8864 -26.3990 10.2895
O 5.7512 -26.2526 9.3793
C 6.2878 -26.2478 8.0097
H 1.6866 -30.2274 11.7927
H 0.8599 -28.8443 11.4331
H 1.4043 -29.1566 13.0782
H 4.1617 -29.8528 12.4998
H 3.7944 -28.5332 13.6701
H 5.5244 -28.3655 11.1297
H 6.0759 -28.3443 12.8234
H 5.2177 -26.3215 13.1161
H 7.1690 -26.0523 12.3990
H 6.1806 -24.9115 11.6062
H 7.3037 -27.4039 10.2248
H 7.6759 -25.7075 9.9951
H 6.7003 -25.2982 7.6688
H 5.4673 -26.4499 7.3212
H 7.0352 -27.0281 7.8658
C -0.4145 -25.3359 5.2260
O -0.7409 -24.6869 6.3807
C -1.8609 -23.8189 6.1220
C -2.1077 -22.7767 7.2674
N -2.0571 -23.2625 8.6497
C -3.2528 -24.0721 9.0034
C -3.3697 -25.4005 8.3269
O -2.1472 -26.1131 8.2702
C -2.2376 -27.1636 7.3168
H -0.1997 -24.7390 4.3395
H -1.2564 -25.9537 4.9134
H 0.4777 -25.9547 5.3210
H -2.7317 -24.4177 5.8551
H -1.6375 -23.1715 5.2741
H -3.0688 -22.2902 7.1012
H -1.4365 -21.9394 7.0765
H -2.0977 -22.4764 9.2825
H -4.2064 -23.5584 8.8809
H -3.2412 -24.1680 10.0891
H -3.9472 -25.3720 7.4029
H -3.9223 -26.0606 8.9955
H -2.9637 -27.8674 7.7238
H -1.2844 -27.6892 7.2613
H -2.6343 -26.8431 6.3535
*
```

# CCoF2

CCoF2 as an isolated structure at a distorted geometry (the ωB97M-V functional and the def2-TZVPD basis, OMol25).

Summary:
- HOMO-LUMO gap (alpha / beta): 5.57 / 6.50 eV
- LUMO energy (alpha / beta): 3.73 / 3.91 eV
- HOMO level (alpha / beta): -1.843 / -2.588 eV

```
! RIJCOSX wB97M-V def2-TZVPD def2/J DEFGRID3
* xyz -1 5
C -0.3877 0.5087 -0.6519
F -0.1418 -1.5245 0.9648
Co 1.1694 -0.7557 -0.1454
F -0.6400 1.7715 -0.1674
*
```

What are the electronic energy values for these records? In order: -2245.03665 -1056.80745 -1620.43987 Ha.